No. 1
Molecular formula: C9H7NO
Method: DFT, wB97M-V/def2-TZVPD

Computed properties:
Frontier orbital gap = 8.55 eV
Relative energy (zero: lowest compared OMol25 entry of this formula, charge and spin) = 430.2 kJ/mol
Electronic energy = -476.99554 Ha

The geometry in ORCA input format:
```
! RIJCOSX wB97M-V def2-TZVPD def2/J DEFGRID3
* xyz 0 1
C -1.128 -0.407 1.253
C -0.169 -0.530 2.330
C 1.087 -0.179 2.154
C 0.774 0.690 -0.087
C 1.293 0.831 -1.376
C 0.737 0.621 -2.710
C -0.466 -0.229 -2.618
C -1.074 -0.467 -1.430
C -0.580 0.080 -0.118
H -0.430 -0.889 3.249
H 2.209 -0.758 2.782
H 2.699 0.523 0.952
H 2.252 1.266 -1.517
H 1.164 0.716 -3.733
H -1.327 -0.231 -3.358
H -2.130 -0.939 -1.145
N 1.555 0.567 1.001
O -2.271 -0.763 1.420
*
```

No. 2
Molecular formula: ClH2NOS
Method: DFT, wB97M-V/def2-TZVPD

Computed properties:
Frontier orbital gap (alpha / beta) = 8.90 / 8.90 eV
Relative energy (zero: lowest compared OMol25 entry of this formula, charge and spin) = 163.7 kJ/mol
Electronic energy = -989.48515 Ha

The geometry in ORCA input format:
```
! RIJCOSX wB97M-V def2-TZVPD def2/J DEFGRID3
* xyz 0 1
N 1.037 0.802 0.143
O -0.104 -1.475 -0.305
S -0.380 -0.228 0.634
Cl -2.177 0.553 -0.241
H 1.023 1.633 0.712
H 0.601 -1.284 -0.944
*
```

No. 3
Molecular formula: C6H9ClSi
Method: DFT, wB97M-V/def2-TZVPD

Computed properties:
Frontier orbital gap (alpha / beta) = 7.65 / 6.73 eV
Relative energy (zero: lowest compared OMol25 entry of this formula, charge and spin) = 400.6 kJ/mol
Electronic energy = -983.55148 Ha

The geometry in ORCA input format:
```
! RIJCOSX wB97M-V def2-TZVPD def2/J DEFGRID3
* xyz 0 1
C 1.535 -2.103 -1.613
C 0.495 -1.019 -1.724
C 1.637 -2.473 -0.339
C 0.010 -0.759 -0.527
C 0.932 -1.443 0.499
C -1.062 2.844 1.602
Si -1.987 1.659 0.378
Cl -2.620 2.624 -1.254
H 2.027 -2.658 -2.462
H 0.118 -0.522 -2.605
H 2.278 -3.349 -0.142
H 0.445 -1.635 1.477
H 1.791 -0.745 0.715
H -1.375 3.855 1.449
H -1.357 2.517 2.600
H -0.052 2.705 1.340
H -2.814 0.501 0.605
*
```

No. 4
Molecular formula: C3H3ClF2
Method: DFT, wB97M-V/def2-TZVPD

Computed properties:
Frontier orbital gap = 10.73 eV
Relative energy (zero: lowest compared OMol25 entry of this formula, charge and spin) = 390.2 kJ/mol
Electronic energy = -775.87052 Ha

The geometry in ORCA input format:
```
! RIJCOSX wB97M-V def2-TZVPD def2/J DEFGRID3
* xyz 0 1
C 0.299 -1.462 0.560
C -0.257 -0.434 0.059
C -3.337 0.686 -0.409
F -2.692 1.321 0.529
F -4.417 1.416 -0.842
Cl -3.804 -0.958 0.085
H 0.874 -2.306 0.258
H -0.264 -1.766 1.376
H -2.806 0.597 -1.403
*
```

No. 5
Molecular formula: C21H21O5PW
Method: DFT, wB97M-V/def2-TZVPD

Computed properties:
Frontier orbital gap (alpha / beta) = 7.19 / 7.97 eV
Relative energy (zero: lowest compared OMol25 entry of this formula, charge and spin) = 3.5 kJ/mol
Electronic energy = -1596.88880 Ha

The geometry in ORCA input format:
```
! RIJCOSX wB97M-V def2-TZVPD def2/J DEFGRID3
* xyz 2 3
W 0.579 0.554 0.077
O 3.299 1.463 -2.718
C 2.352 0.905 -2.302
O 2.163 0.809 -0.898
C 1.222 0.284 -3.105
C 0.850 -1.092 -2.537
C 0.004 -1.897 -3.503
C -1.350 -1.147 -3.467
C -1.088 -0.032 -2.472
O -0.152 -0.687 -1.506
C -0.162 1.044 -3.036
C -0.113 2.278 -2.156
O 0.098 3.386 -2.496
O -0.293 1.999 -0.783
H 1.567 0.219 -4.134
H 1.654 -1.622 -2.033
H -0.100 -2.923 -3.157
H 0.458 -1.919 -4.492
H -2.155 -1.791 -3.121
H -1.640 -0.738 -4.434
H -1.941 0.337 -1.910
H -0.460 1.371 -4.031
C 1.646 1.890 3.778
P 0.863 0.961 2.458
C 1.098 -0.825 2.345
C 0.311 -1.782 3.008
C 0.434 -3.116 2.680
C 1.311 -3.529 1.671
C 2.092 -2.604 1.005
C 1.992 -1.249 1.342
C -0.910 1.181 2.266
C -1.520 2.414 2.528
C -2.771 2.682 2.009
C -3.434 1.756 1.201
C -2.846 0.541 0.922
C -1.575 0.244 1.436
H 1.201 1.630 4.739
H 1.527 2.955 3.577
H 2.709 1.648 3.781
H -0.391 -1.477 3.773
H -0.155 -3.852 3.211
H 1.391 -4.580 1.428
H 2.810 -2.922 0.260
H 2.710 -0.550 0.912
H -1.021 3.161 3.131
H -3.244 3.629 2.233
H -4.419 1.987 0.821
H -3.372 -0.208 0.343
H -1.228 -0.788 1.355
*
```